[1]
Below is a structure of composition C5H8FLaO4, with properties calculated with the ωB97M-V functional and the def2-TZVPD basis.

Summary:
- Spin multiplicity: 2
- Energy above the lowest of the compared OMol25 structures with the same formula, charge and spin: 38.6 kcal/mol
- Charge: +1
- Max |F|: 4.10 eV/A
- E_LUMO (alpha / beta): -4.85 / -4.92 eV
- ⟨S²⟩: 0.751

Element x y z (Å)
C1 -1.862032 2.262085 -0.725027
O1 -1.419365 1.166076 0.021203
La1 -2.026309 -1.224982 0.869446
C2 -1.783671 2.090359 -2.232699
H1 -2.895155 2.525205 -0.432096
H2 -1.245657 3.134209 -0.430482
H3 -1.947941 3.053550 -2.738151
H4 -0.798034 1.715301 -2.542954
H5 -2.573157 1.413243 -2.590387
C3 -0.246672 1.397459 1.937492
O2 -0.822619 2.320623 2.772810
C4 -0.014300 3.448045 2.887640
C5 0.973135 3.293396 1.738591
O3 0.903542 1.900130 1.451606
O4 -0.287404 0.195588 2.274241
F1 0.627579 3.407041 4.105077
H6 -0.640927 4.345359 2.860829
H7 0.636278 3.847565 0.852783
H8 1.994794 3.557019 2.027143

Forces on the atoms, in the same order (eV/Å):
-0.223 0.827 0.278
-0.462 -2.675 1.225
1.689 3.416 -0.159
-0.042 -0.068 -0.206
0.208 -0.013 -0.165
-0.123 -0.183 -0.176
0.030 -0.232 0.200
-0.288 0.040 0.124
0.284 0.014 0.042
2.870 0.076 2.928
-0.981 -0.871 -1.157
0.306 0.745 0.055
-0.249 0.460 -0.190
-0.990 -0.599 -0.601
-1.960 -0.535 -1.937
-0.266 -0.105 -0.486
0.210 -0.180 0.073
0.245 0.001 0.267
-0.259 -0.118 -0.117

These are the Löwdin partial charges, in e, on atoms 1 to 8: number 1, C, carries -0.4055; number 2, O, carries -0.4687; number 3, La, carries 1.7546; number 4, C, carries -0.0910; number 5, H, carries 0.1110; number 6, H, carries 0.1021; number 7, H, carries 0.0824; number 8, H, carries 0.0802



[2]
Below is a structure of composition C5H8FN, with properties calculated with the ωB97M-V functional and the def2-TZVPD basis.

Summary:
- Energy above the lowest of the compared OMol25 structures with the same formula, charge and spin: 136.8 kcal/mol
- Charge: 0
- Max |F|: 5.21 eV/A
- E_LUMO: 0.92 eV

Element x y z (Å)
C1 -0.422661 -1.592009 -0.994905
C2 -0.994258 -1.321930 0.332460
C3 -0.852390 -0.006521 0.828334
C4 -0.571567 1.235629 0.061547
C5 0.541722 1.727553 -0.379837
H1 -0.362643 -2.708694 -1.266816
H2 -1.063441 -1.022832 -2.077112
H3 1.003563 -1.233667 -0.926054
H4 -1.710438 -1.825160 1.183556
H5 0.936941 -0.816882 0.457129
H6 -1.583659 0.070045 1.508963
H7 -1.100652 2.216673 0.242264
H8 0.785760 2.679012 -0.677685
N1 0.240138 -0.855623 1.139131
F1 1.689836 0.930504 -0.611528

Forces on the atoms, in the same order (eV/Å):
1.483 -0.927 -4.912
0.805 -1.892 2.253
1.910 3.100 -2.665
-1.229 2.132 1.438
2.756 -3.282 -0.835
-0.178 1.725 0.426
2.201 -1.605 3.550
-4.758 -1.061 -1.396
1.615 -0.127 -3.369
1.056 0.688 -0.544
-1.890 1.409 3.135
-0.752 -1.584 -0.076
0.154 2.130 -0.578
-2.182 -1.480 3.288
-0.992 0.775 0.285

These are the Löwdin partial charges, in e, on atoms 1 to 8: number 1, C, carries -0.0953; number 2, C, carries -0.3150; number 3, C, carries -0.3826; number 4, C, carries -0.0297; number 5, C, carries -0.0931; number 6, H, carries 0.0597; number 7, H, carries 0.1640; number 8, H, carries 0.1965



[3]
Below is the ion C5H8FN2 with charge +1, with properties calculated with the ωB97M-V functional and the def2-TZVPD basis.

Summary:
- Energy above the lowest of the compared OMol25 structures with the same formula, charge and spin: 13.7 kcal/mol
- Charge: +1
- Max |F|: 5.17 eV/A
- SMILES: FCC[n+]1cc[nH]c1
- E_LUMO: -3.25 eV

Element x y z (Å)
F1 -0.997036 -2.355636 0.547536
C1 -0.236467 -1.806361 1.507298
C2 0.865458 -0.898174 0.905406
N1 0.242519 0.206034 -0.078223
C3 -0.281537 -0.036929 -1.279194
C4 -0.624949 1.118269 -1.812828
N2 -0.227487 2.113318 -0.929913
C5 0.357503 1.527281 0.136863
H1 0.196929 -2.591677 1.986697
H2 -0.895694 -1.250289 2.085011
H3 1.337991 -0.187765 1.648886
H4 1.348351 -1.391964 0.165710
H5 -0.493105 -0.950818 -1.773944
H6 -1.096715 1.220112 -2.790193
H7 -0.253444 3.084110 -1.233795
H8 0.757682 2.200490 0.914681

Forces on the atoms, in the same order (eV/Å):
-0.762 -0.544 -1.897
0.742 2.342 -1.705
-3.460 3.738 0.859
1.942 -0.646 3.884
-0.919 -0.816 -0.774
-0.353 1.772 -1.129
-0.125 -0.583 -1.209
-1.071 1.062 -1.178
1.520 -1.943 1.936
-0.927 1.060 1.622
0.190 -1.744 -0.745
2.733 -1.836 -1.308
0.217 -1.006 0.435
0.208 0.624 0.523
0.132 -0.135 0.785
-0.068 -1.345 -0.099

These are the Löwdin partial charges, in e, on atoms 1 to 8: number 1, F, carries 0.0037; number 2, C, carries -0.1760; number 3, C, carries 0.0533; number 4, N, carries -0.0176; number 5, C, carries -0.0626; number 6, C, carries -0.0278; number 7, N, carries 0.1170; number 8, C, carries -0.0134



[4]
Below is an isolated molecule of C5H8FNS, with properties calculated with the ωB97M-V functional and the def2-TZVPD basis.

Summary:
- Energy above the lowest of the compared OMol25 structures with the same formula, charge and spin: 95.3 kcal/mol
- Charge: 0
- Max |F|: 3.26 eV/A
- E_LUMO (alpha / beta): -0.47 / 0.02 eV

Element x y z (Å)
C1 -0.854376 1.514296 -0.123852
C2 0.218016 0.563990 -0.092326
C3 -2.541029 -0.667292 -0.303991
C4 1.587944 1.237253 -0.069637
C5 1.017239 -1.590160 0.160726
N1 -0.036876 -0.668635 -0.019243
F1 -3.690898 -1.269395 0.037694
S1 -2.448624 1.005770 0.103157
H1 -0.685577 2.583018 -0.036647
H2 -1.654983 -1.202207 -0.050892
H3 2.037662 0.910026 0.888907
H4 1.399220 2.330513 -0.058795
H5 2.079571 0.677045 -1.030649
H6 1.309587 -1.662485 1.190536
H7 0.443984 -2.634481 -0.115676
H8 1.819139 -1.127254 -0.479315

Forces on the atoms, in the same order (eV/Å):
-0.670 -0.725 0.378
-0.255 3.037 0.376
-0.908 1.345 1.363
-0.212 -2.201 -1.174
-1.249 -1.662 -1.797
-0.170 -0.340 0.444
-0.586 0.328 -0.246
-0.067 -0.604 -0.911
-0.237 -0.247 -0.165
0.435 -0.688 -0.572
0.401 0.297 -0.750
0.852 -0.803 -0.560
-0.326 2.181 2.294
0.433 -0.037 0.594
2.490 2.081 0.260
0.070 -1.959 0.468

These are the Löwdin partial charges, in e, on atoms 1 to 8: number 1, C, carries -0.4223; number 2, C, carries -0.5062; number 3, C, carries -0.4009; number 4, C, carries -0.0373; number 5, C, carries -0.1192; number 6, N, carries -0.1124; number 7, F, carries -0.0671; number 8, S, carries 1.0426



[5]
Below is a cluster of 2 separate species, C5H8IN in total, with properties calculated with the ωB97M-V functional and the def2-TZVPD basis.

Summary:
- Energy above the lowest of the compared OMol25 structures with the same formula, charge and spin: 53.5 kcal/mol
- Charge: 0
- Max |F|: 4.98 eV/A
- SMILES: CC=C=N.C=CI
- E_LUMO: 0.67 eV

Element x y z (Å)
C1 2.316911 1.858298 -0.960816
C2 2.028527 0.651732 0.000763
C3 1.151761 0.714085 0.908413
N1 0.136175 0.795448 1.611300
H1 3.101397 1.623797 -1.550903
H2 2.263966 2.773365 -0.498238
H3 1.536997 1.790926 -1.758871
H4 2.241436 -0.438820 -0.338551
H5 0.259672 0.781768 2.619136
C4 -2.359497 -2.514986 -0.240852
C5 -2.415388 -1.325683 0.332267
I1 -3.493665 0.418358 -0.206840
H6 -2.817936 -2.597611 -1.294296
H7 -1.873419 -3.465055 0.133206
H8 -2.076944 -1.065620 1.244277

Forces on the atoms, in the same order (eV/Å):
-3.538 -3.506 0.116
2.004 -1.170 -3.422
-2.999 0.415 2.493
0.676 -0.515 -0.305
3.393 -0.101 -1.198
0.324 2.059 0.971
-0.074 0.372 0.809
-0.045 2.106 0.519
0.220 0.308 0.039
-0.576 -0.549 -2.308
-1.306 -0.598 -1.827
0.200 -0.567 -0.464
0.668 -0.107 1.772
-0.467 1.582 -0.109
1.518 0.272 2.916

These are the Löwdin partial charges, in e, on atoms 1 to 8: number 1, C, carries -0.0613; number 2, C, carries -0.1492; number 3, C, carries -0.2497; number 4, N, carries 0.1424; number 5, H, carries 0.0170; number 6, H, carries 0.0436; number 7, H, carries 0.0899; number 8, H, carries 0.1407



[6]
Below is a cluster of 2 separate species, C5H8IN2O2S in total, with properties calculated with the ωB97M-V functional and the def2-TZVPD basis.

Summary:
- Energy above the lowest of the compared OMol25 structures with the same formula, charge and spin: 18.6 kcal/mol
- Charge: +1
- Max |F|: 3.51 eV/A
- E_LUMO: -4.25 eV

Element x y z (Å)
C1 -0.434673 1.393654 -0.668596
C2 -0.210468 -0.741405 -0.275890
C3 -1.252147 -0.294177 0.516247
C4 -0.172079 0.373092 3.173849
C5 1.201239 -2.250223 -1.494828
N1 -1.303192 1.088094 0.261131
N2 -0.238430 2.589691 -1.210303
O1 0.230501 0.329652 -1.047401
O2 0.385499 -1.865595 -0.390188
S1 0.874569 1.399968 2.395464
I1 -1.968250 0.722469 4.063223
H1 -1.644446 -0.706625 1.427720
H2 0.211963 -0.634187 3.012046
H3 0.651192 -2.976564 -1.990265
H4 2.231052 -2.497636 -1.327569
H5 1.202086 -1.435329 -2.233407
H6 -1.874082 1.582214 0.919957
H7 -0.900485 3.088312 -1.766247
H8 0.654079 2.613087 -1.665952

Forces on the atoms, in the same order (eV/Å):
-1.638 0.658 0.661
-1.489 1.168 0.598
2.079 -0.653 -1.170
2.795 0.838 -1.948
-0.307 2.390 -1.719
-0.314 -1.894 0.267
1.469 0.366 -0.402
0.230 -0.446 0.078
0.629 -1.028 1.284
-1.363 -0.375 1.386
-0.154 0.085 0.211
-0.411 -0.225 -0.398
-0.865 -0.345 0.860
-0.597 -1.954 -0.642
0.175 -0.256 1.037
0.222 0.011 0.308
-0.002 1.334 -0.323
-0.961 0.059 0.147
0.501 0.268 -0.235

These are the Löwdin partial charges, in e, on atoms 1 to 8: number 1, C, carries -0.4228; number 2, C, carries -0.2946; number 3, C, carries -0.0042; number 4, C, carries -1.2596; number 5, C, carries 0.0216; number 6, N, carries 0.1529; number 7, N, carries 0.2351; number 8, O, carries 0.1949



[7]
Below is a structure of composition C5H8KO6, with properties calculated with the ωB97M-V functional and the def2-TZVPD basis.

Summary:
- Energy above the lowest of the compared OMol25 structures with the same formula, charge and spin: 55.7 kcal/mol
- Charge: -1
- Max |F|: 12.99 eV/A
- E_LUMO: 2.08 eV

Element x y z (Å)
K1 0.494115 -0.556007 1.807262
C1 2.540865 -1.377727 2.752492
O1 3.108395 -1.394597 3.892402
O2 1.864125 -2.308147 2.272132
O3 2.477915 -0.273727 2.320022
C2 -1.223025 -1.669497 -1.916058
C3 -2.173665 -0.543837 -1.574828
O4 -1.529275 0.765623 -1.500458
C4 -0.723095 1.106263 -0.430578
O5 -0.540325 0.316883 0.529552
O6 -0.118845 2.210863 -0.735138
C5 0.849265 2.626353 0.230772
H1 -0.905115 -1.612477 -2.957108
H2 -1.699995 -2.628028 -1.711578
H3 -0.351765 -1.686258 -1.261288
H4 -2.691535 -0.758287 -0.639988
H5 -2.848505 -0.432767 -2.423568
H6 0.556995 2.735563 1.275162
H7 1.228805 3.552403 -0.201058
H8 1.684665 1.927413 0.271852

Forces on the atoms, in the same order (eV/Å):
0.978 -4.661 6.324
2.006 -3.216 6.178
1.199 -2.456 1.839
-0.689 -3.849 -1.609
2.212 9.034 -5.330
0.449 -0.047 0.390
0.567 0.258 0.176
0.593 0.513 0.797
-1.422 -4.326 -0.960
-5.839 7.657 -8.719
-0.361 0.184 1.053
1.749 0.480 -0.098
0.053 -0.092 0.079
-0.236 -0.006 -0.293
0.104 0.222 -0.076
-0.110 0.209 -0.073
-0.310 0.206 0.403
-0.809 0.102 -0.311
-0.092 0.060 0.411
-0.042 -0.273 -0.180

These are the Löwdin partial charges, in e, on atoms 1 to 8: number 1, K, carries 1.0487; number 2, C, carries -1.2222; number 3, O, carries -0.1767; number 4, O, carries -0.2402; number 5, O, carries -0.2737; number 6, C, carries -0.0605; number 7, C, carries -0.1933; number 8, O, carries 0.0089



[8]
Below is a structure of composition C5H8LiO3Rh, with properties calculated with the ωB97M-V functional and the def2-TZVPD basis.

Summary:
- Spin multiplicity: 6
- Energy above the lowest of the compared OMol25 structures with the same formula, charge and spin: 0.0 kcal/mol
- Charge: +3
- Max |F|: 4.07 eV/A
- E_LUMO (alpha / beta): -12.94 / -18.22 eV
- ⟨S²⟩: 8.778

Element x y z (Å)
C1 -2.412463 -2.928794 -0.753051
C2 -3.018513 -2.386094 0.296218
H1 -2.500328 -2.509594 -1.762552
H2 -1.803617 -3.837893 -0.629930
H3 -3.440487 -2.738031 1.244098
Rh1 -2.145168 -0.396138 0.486902
O1 0.942129 1.526622 -0.491874
Li1 1.421812 2.853221 -2.049925
O2 -0.372097 2.098118 -2.109726
C3 -0.277763 1.443446 -1.066005
O3 -1.135625 0.677816 -0.559278
C4 1.250385 0.809067 0.718242
C5 2.689114 1.078629 1.081367
H4 0.568636 1.156693 1.506194
H5 1.081398 -0.261314 0.537761
H6 2.853401 2.146453 1.276119
H7 2.933186 0.517977 1.993450
H8 3.366000 0.749815 0.281990

Forces on the atoms, in the same order (eV/Å):
0.295 -1.188 -1.014
-0.387 1.440 0.950
0.134 -0.084 0.076
-0.099 -0.056 -0.156
0.103 -0.364 -0.078
-2.551 -2.111 2.372
-1.546 0.431 -0.505
0.699 0.747 -0.420
-1.078 -0.651 0.271
3.297 0.984 -0.574
0.527 1.285 -1.571
0.872 -0.312 0.777
0.071 -0.098 0.027
-0.071 0.115 -0.070
-0.085 -0.134 -0.081
-0.045 -0.190 0.019
-0.026 0.167 -0.227
-0.111 0.019 0.204

These are the Löwdin partial charges, in e, on atoms 1 to 8: number 1, C, carries 0.1232; number 2, C, carries 0.0051; number 3, H, carries 0.1267; number 4, H, carries 0.1456; number 5, H, carries 0.1138; number 6, Rh, carries 1.4860; number 7, O, carries 0.0147; number 8, Li, carries 0.9069



[9]
Below is a cluster of 2 separate species, C5H8N in total, with properties calculated with the ωB97M-V functional and the def2-TZVPD basis.

Summary:
- Energy above the lowest of the compared OMol25 structures with the same formula, charge and spin: 233.6 kcal/mol
- Charge: +1
- Max |F|: 4.95 eV/A
- E_LUMO (alpha / beta): -4.35 / -6.31 eV

Element x y z (Å)
C1 -0.134391 0.769264 -0.265551
C2 -0.217995 -0.311255 0.617517
C3 -0.697856 -0.958857 -0.510025
C4 -1.403464 0.274347 -0.955468
C5 3.884163 -0.230769 1.234041
N1 -2.599926 0.592992 -0.356322
H1 -0.434591 -1.807324 -1.060456
H2 -1.373716 0.647487 -2.006320
H3 4.524913 0.214942 1.929207
H4 2.790833 -0.126856 1.274690
H5 4.382682 -1.103821 0.833852
H6 -3.339325 0.192191 -0.947115
H7 -2.640736 1.627345 -0.387630
H8 -2.740590 0.220315 0.599579

Forces on the atoms, in the same order (eV/Å):
0.403 -0.938 1.744
0.652 0.820 -0.649
-0.988 1.354 0.456
4.055 -0.785 -2.723
-0.625 -1.061 -0.451
-3.447 0.993 0.885
0.628 -1.141 -0.707
-0.460 -0.794 0.508
0.385 1.199 1.029
0.795 -0.018 -0.091
-0.564 -0.116 -0.490
-0.402 0.395 0.292
-0.723 -0.311 0.474
0.291 0.404 -0.278

These are the Löwdin partial charges, in e, on atoms 1 to 8: number 1, C, carries 0.1221; number 2, C, carries 0.1251; number 3, C, carries 0.0133; number 4, C, carries -0.3924; number 5, C, carries 0.0933; number 6, N, carries 0.2265; number 7, H, carries 0.1160; number 8, H, carries 0.1787



[10]
Below is a structure of composition C5H8N, with properties calculated with the ωB97M-V functional and the def2-TZVPD basis.

Summary:
- Energy above the lowest of the compared OMol25 structures with the same formula, charge and spin: 103.6 kcal/mol
- Charge: +1
- Max |F|: 4.52 eV/A
- E_LUMO: -4.45 eV

Element x y z (Å)
C1 -0.203535 2.671266 1.502750
C2 -0.623502 1.685335 0.985334
C3 1.127803 0.066819 -1.244331
C4 0.207956 -1.865280 -0.246712
C5 -1.083070 0.487270 0.337930
N1 0.301051 -0.478297 -0.479809
H1 0.105105 3.477787 2.184834
H2 0.968971 1.104407 -1.217035
H3 1.834428 -0.641136 -1.562313
H4 0.488361 -2.212996 0.703351
H5 0.918735 -2.378231 -0.860858
H6 -0.859213 -2.341269 -0.391732
H7 -1.510227 0.613214 -0.654622
H8 -1.672864 -0.188889 0.943214

Forces on the atoms, in the same order (eV/Å):
0.481 1.514 1.674
-0.082 -1.646 -1.035
-1.202 -0.390 1.822
-2.046 -2.552 -0.944
1.703 -0.216 -2.115
-3.409 0.975 2.802
-0.229 -0.674 -0.998
0.963 1.576 -1.016
1.447 0.060 -1.465
0.286 0.408 1.845
0.180 -0.399 -0.901
1.963 1.367 -0.121
-0.536 0.427 0.358
0.480 -0.450 0.094

These are the Löwdin partial charges, in e, on atoms 1 to 8: number 1, C, carries 0.1793; number 2, C, carries -0.1332; number 3, C, carries 0.1688; number 4, C, carries -0.0568; number 5, C, carries 0.0448; number 6, N, carries -0.0949; number 7, H, carries 0.0843; number 8, H, carries 0.1102